[1]
Entry from the Open Molecules 2025 dataset: a cluster of 2 separate species, C5H15NO2 in total at a distorted geometry (ωB97M-V/def2-TZVPD).

Calculated values
- Structure (SMILES): C[C@H](CO)N(C)C.O
- Kohn-Sham gap: 0.3276 Eh
- HOMO: -0.30377 hartree

Last column: Löwdin charge in e.
Element x y z (Å)
H -0.546 -1.159 -1.366  0.11
H -1.096 -2.047 0.050  0.06
C -0.463 1.682 -0.863  -0.16
H 1.447 0.178 2.026  0.10
H -2.487 1.072 1.434  0.09
H -2.188 -0.736 1.129  0.10
H 0.636 -2.400 -0.669  0.12
C 1.028 -0.690 1.506  -0.11
N 0.310 -0.395 0.329  -0.29
H 2.467 -0.206 -0.822  -0.07
H -2.820 0.308 -0.139  0.06
H 1.460 -0.766 -1.823  0.06
C -2.116 0.330 0.670  -0.08
C -0.160 -1.610 -0.340  -0.11
H 1.449 1.903 -1.183  0.12
H 0.624 -1.286 2.134  0.01
O 0.717 2.566 -0.830  -0.12
H -0.352 1.224 1.395  0.14
H 1.974 -1.168 1.120  0.11
H -0.250 1.106 -1.754  0.09
H -1.144 2.290 -1.270  0.07
C -0.668 0.730 0.439  -0.30
O 2.177 -0.925 -1.172  -0.02

[2]
Entry from the Open Molecules 2025 dataset: a structure of composition C5H15NO2 at a distorted geometry (ωB97M-V/def2-TZVPD).

Calculated values
- Kohn-Sham gap: 0.2957 Eh
- HOMO: -0.27680 hartree

Last column: Löwdin charge in e.
Element x y z (Å)
H 2.293 -0.827 0.385  0.06
H 0.667 1.365 2.484  0.10
H -0.817 1.628 -0.804  0.13
H 1.039 -1.039 1.618  0.06
H 1.066 1.568 -2.338  0.08
H -1.581 -2.130 1.386  0.06
C 0.425 0.706 -2.162  -0.06
H 1.019 -0.207 -2.158  0.10
C -1.820 -2.321 0.330  -0.21
C 1.242 -0.660 0.619  -0.09
H -0.823 0.685 1.817  0.09
O 1.900 1.587 0.070  0.00
H -0.323 0.633 -2.950  0.09
O -0.941 -1.647 -0.536  -0.33
H -0.320 2.333 1.379  0.08
H 1.614 2.510 0.103  0.10
N -0.240 0.792 -0.851  -0.01
H -2.856 -2.005 0.165  0.07
H -0.855 -0.198 -0.747  0.12
H -1.772 -3.407 0.171  0.07
H 0.205 -1.428 -0.027  0.09
C 0.034 1.321 1.598  -0.02
C 0.844 0.740 0.448  -0.56

[3]
Entry from the Open Molecules 2025 dataset: a cluster of 3 separate species, C5H15NO2 in total (ωB97M-V/def2-TZVPD).

Calculated values
- Structure (SMILES): C/C=C(\C)NC.O.O
- Kohn-Sham gap: 0.3746 Eh
- HOMO: -0.34607 hartree

Last column: Löwdin charge in e.
Element x y z (Å)
H 0.629 2.586 0.894  0.00
C -1.163 -1.829 -0.670  -0.04
H -2.145 -1.350 -0.687  0.09
C -0.472 0.835 -1.886  -0.09
H 0.597 -2.116 2.683  0.08
H 1.113 -0.036 1.236  0.10
H 1.771 1.265 -0.592  0.00
O 2.245 1.951 -0.065  -0.09
H -0.547 1.780 1.431  0.02
H -1.244 -2.690 -0.012  0.07
H -1.280 0.264 -2.347  0.07
C -0.192 -1.503 2.244  -0.08
N 0.509 -0.024 -1.193  -0.10
H -0.501 -0.818 3.034  0.08
C 0.319 -0.748 1.060  -0.11
H 2.577 2.583 -0.711  0.05
H -1.047 -2.130 2.007  0.06
H -0.858 1.558 -1.177  0.07
C -0.096 -0.873 -0.196  -0.35
H 0.969 -0.598 -1.888  0.12
H -0.922 -2.187 -1.666  0.08
H 0.038 1.394 -2.673  0.08
O -0.299 2.686 1.174  -0.08

[4]
Entry from the Open Molecules 2025 dataset: a cluster of 3 separate species, C5H15NO2 in total at a distorted geometry (ωB97M-V/def2-TZVPD).

Calculated values
- Structure (SMILES): CN1CCCC1.O.O
- Kohn-Sham gap: 0.3471 Eh
- HOMO: -0.32625 hartree

Last column: Löwdin charge in e.
Element x y z (Å)
H 1.494 0.477 0.649  0.11
H -2.357 2.725 -1.372  0.07
H -1.361 -1.321 -1.073  0.13
O -2.318 2.057 -0.606  -0.13
H -1.522 1.493 -0.827  0.00
H 3.147 -1.653 0.962  0.04
H -0.021 0.332 2.547  0.10
H 1.165 1.242 -2.031  0.08
N -0.117 0.373 -0.709  -0.27
H 1.660 -0.400 -1.589  0.08
C 0.481 0.905 0.505  -0.21
H -1.356 -1.491 1.725  0.10
C -0.540 0.578 1.624  -0.16
H 0.285 -0.186 -2.646  0.07
H 0.677 1.995 0.432  0.12
H 2.623 -3.085 0.729  0.06
H 0.153 -1.647 -0.154  0.09
C -1.350 -0.616 1.050  -0.16
H -2.409 -0.339 0.888  0.10
C -0.645 -0.942 -0.298  -0.18
C 0.802 0.250 -1.845  -0.06
O 2.726 -2.208 0.289  -0.08
H -1.217 1.461 1.750  0.11

[5]
Entry from the Open Molecules 2025 dataset: a cluster of 2 separate species, C5H15NO2 in total at a distorted geometry (ωB97M-V/def2-TZVPD).

Calculated values
- Structure (SMILES): CC[C@@H](C)NCO.O
- Kohn-Sham gap: 0.3632 Eh
- HOMO: -0.33644 hartree

Last column: Löwdin charge in e.
Element x y z (Å)
C 2.468 1.300 0.551  -0.09
H -2.082 0.428 -0.911  0.13
H 1.930 -0.074 -1.779  0.07
H -0.483 -1.745 0.141  0.12
H -0.072 1.090 -0.280  0.13
H 2.029 2.077 -0.078  0.07
H 2.648 1.782 1.506  0.06
H -2.407 -2.304 -1.421  0.08
H -2.645 0.212 1.841  0.00
H 0.221 0.144 -2.382  0.07
C 0.381 0.103 -0.244  -0.40
H 2.064 -0.852 0.753  0.11
N -0.730 -0.766 0.211  -0.03
H -2.802 -0.748 0.082  0.09
H 3.382 0.953 0.113  0.06
H -1.674 0.835 2.742  0.03
O -2.446 1.075 2.225  -0.06
H 0.709 -1.387 -1.759  0.07
O -2.064 -1.437 -1.657  -0.07
C 1.514 0.091 0.761  -0.22
C 0.879 -0.320 -1.657  -0.03
H 1.107 0.117 1.748  0.08
C -1.930 -0.571 -0.508  -0.31

[6]
Entry from the Open Molecules 2025 dataset: a cluster of 3 separate species, C5H15NO3 in total at a distorted geometry (ωB97M-V/def2-TZVPD).

Calculated values
- Structure (SMILES): N/C=C/CCCO.O.O
- Kohn-Sham gap: 0.3045 Eh
- HOMO: -0.29493 hartree

Last column: Löwdin charge in e.
Element x y z (Å)
H 0.641 1.765 0.355  0.00
C 0.523 -1.312 1.229  -0.19
H 2.010 0.950 -0.841  0.05
O -0.101 2.410 0.561  -0.09
N 1.497 -1.353 2.330  0.01
H 0.494 0.132 -1.291  0.09
H 0.157 -0.844 -2.769  0.10
H 1.211 -0.766 3.165  0.10
H -1.710 0.460 0.198  0.08
H 2.358 -1.049 1.935  0.03
H -0.426 2.134 1.416  0.02
O -0.896 0.929 -2.698  -0.09
H -0.681 -2.083 -0.997  0.13
H -2.719 -0.884 0.770  0.15
H -0.927 1.547 -1.935  0.07
H 0.897 -1.655 0.298  0.08
C -0.779 -0.899 1.424  -0.13
C -0.343 -0.273 -2.004  -0.21
H 3.051 1.607 -0.032  0.09
O 2.235 1.067 0.111  -0.07
C -1.291 -1.102 -1.107  -0.20
C -1.675 -0.616 0.259  -0.26
H -1.114 -0.620 2.415  0.10
H -2.245 -1.261 -1.595  0.11

[7]
Entry from the Open Molecules 2025 dataset: a cluster of 4 separate species, C5H15NO3S in total at a distorted geometry (ωB97M-V/def2-TZVPD).

Calculated values
- Charge: -2
- Kohn-Sham gap: 0.2255 Eh
- HOMO: -0.02231 hartree

Last column: Löwdin charge in e.
Element x y z (Å)
C 0.891 0.258 1.583  -0.21
H -3.618 -1.273 -3.421  0.02
H -0.691 0.835 -0.312  0.10
H -0.616 -1.026 1.896  0.08
H -2.554 1.233 1.039  0.08
N -0.514 -0.083 1.553  -0.07
C -1.129 -0.009 0.211  -0.24
H 4.929 0.299 -0.710  -0.06
H -3.420 0.030 -1.592  -0.03
H 2.874 -0.638 2.040  0.09
H 4.333 0.012 -2.184  -0.04
H -2.421 1.562 -1.478  0.03
C -3.166 0.918 -1.008  -0.80
H -3.230 -0.375 0.746  0.09
S -4.791 1.788 -0.925  -0.03
C -2.615 0.425 0.327  -0.31
H 1.307 0.256 0.567  0.12
H 4.648 -1.068 0.575  -0.11
H 1.170 1.217 2.007  0.11
H -3.409 -0.827 -3.976  0.02
H -1.056 -0.938 -0.363  0.11
O 4.777 -0.119 0.675  -0.47
O 5.148 0.310 -1.767  -0.25
O 1.367 -1.949 2.386  -0.01
C 1.786 -0.837 2.129  -0.24

[8]
Entry from the Open Molecules 2025 dataset: the molecule C5H15NO3Si2 at a distorted geometry (ωB97M-V/def2-TZVPD).

Calculated values
- Structure (SMILES): CO[Si](C/C=N/[SiH3])(OC)OC
- Kohn-Sham gap: 0.3620 Eh
- HOMO: -0.33489 hartree

Last column: Löwdin charge in e.
Element x y z (Å)
N 2.958 -0.009 -0.658  -0.15
H 0.558 0.913 -1.415  0.04
C -2.347 0.951 -2.406  -0.14
O -1.748 -1.314 0.766  -0.25
C -1.847 0.782 2.627  -0.11
H -0.940 0.972 3.096  0.06
H 5.467 -1.042 -0.638  -0.07
H 0.471 -0.769 -1.466  0.06
H -2.074 2.090 -2.272  0.11
H -3.471 1.043 -2.597  0.10
Si 4.598 0.208 -0.202  0.52
C 0.489 0.061 -0.776  -0.13
H 1.718 0.004 1.044  0.11
H 4.993 1.418 -0.882  -0.10
C 1.880 0.024 -0.064  -0.32
H 4.937 0.332 1.250  -0.10
H -1.452 -3.130 0.060  0.05
H -2.094 -0.292 2.547  0.08
O -1.801 1.211 1.283  -0.16
Si -1.403 0.209 0.123  0.36
H -2.616 1.322 3.242  0.11
O -2.335 0.199 -1.207  -0.23
H -1.745 0.413 -3.187  0.10
H -2.884 -2.190 -0.610  0.06
C -2.242 -2.504 0.167  -0.10
H -3.068 -2.923 0.855  0.11

[9]
Entry from the Open Molecules 2025 dataset: a cluster of 3 separate species, C5H15NO4 in total at a distorted geometry (ωB97M-V/def2-TZVPD).

Calculated values
- Structure (SMILES): O=CCCCNCO.O.O
- Kohn-Sham gap: 0.3733 Eh
- HOMO: -0.36247 hartree

Last column: Löwdin charge in e.
Element x y z (Å)
H 0.962 -3.245 0.142  0.12
C 2.003 -1.301 0.830  -0.15
C -1.352 -0.698 -1.554  -0.28
H 2.152 -1.301 -0.263  0.10
O 1.139 -3.034 2.177  0.05
H -1.089 -1.697 -1.935  0.13
N -0.304 0.045 -0.833  -0.07
C -0.361 -0.203 0.651  -0.19
O -0.298 3.606 1.702  -0.04
H -0.178 2.948 -2.072  0.05
C 1.332 -2.718 1.029  -0.24
H 0.384 3.185 2.221  0.02
H 0.608 0.009 -1.272  0.11
O -1.703 0.023 -2.708  -0.07
O -1.064 2.597 -1.987  -0.06
H -2.210 -0.690 -0.873  0.12
H -0.162 3.251 0.818  0.01
C 1.033 -0.205 1.232  -0.24
H -0.937 0.678 0.934  0.11
H 2.849 -1.365 1.514  0.12
H 1.596 0.744 1.137  0.11
H 1.056 -0.167 2.342  0.13
H -0.861 1.888 -1.340  0.01
H -1.730 0.991 -2.568  0.05
H -0.775 -1.164 0.976  0.12

[10]
Entry from the Open Molecules 2025 dataset: a cluster of 2 separate species, C5H15NOP in total at a distorted geometry (ωB97M-V/def2-TZVPD).

Calculated values
- Charge: +1
- Kohn-Sham gap (alpha / beta): 0.2901 / 0.3479 Eh
- HOMO (alpha / beta): -0.46951 / -0.48979 hartree

Last column: Löwdin charge in e.
Element x y z (Å)
O 1.155 2.352 -0.086  -0.33
H 0.830 -2.565 1.381  0.12
C 0.728 -2.291 0.303  0.03
C 0.565 0.660 -2.301  -0.17
H -2.496 1.735 1.103  0.04
H 0.300 1.256 2.417  0.09
C 0.004 0.091 0.576  -0.38
H 2.267 0.250 -0.669  0.02
H -2.756 0.980 -0.491  0.00
C 0.234 0.230 2.052  -0.08
H -0.517 0.548 -2.470  0.06
H 0.783 1.556 -2.748  0.02
H -0.660 -0.429 2.488  0.13
H 1.584 -1.957 -0.315  0.11
N -0.389 -1.263 0.200  -0.02
H 0.390 -3.228 -0.082  0.09
H 1.120 -0.039 -2.880  0.05
P 1.149 0.992 -0.592  0.65
C -2.190 1.687 0.048  0.19
H -0.640 -1.238 -0.758  0.13
H -1.430 2.286 -0.337  -0.02
H 1.200 -0.198 2.344  0.09
H -1.232 -1.416 0.816  0.19

Computed values of energy (unit: eV) for the preceding records, in sequence: -11009.40701; -11010.70034; -11013.08043; -11013.09038; -11012.77479; -13058.93772; -23894.11818; -28816.55323; -15106.74570; -18243.96297.